(1)
This record from the Open Molecules 2025 dataset describes a structure of composition C19H13Cl5INO7Re in a non-equilibrium geometry. The level of theory is wB97M-V/def2-TZVPD.

Structure (XYZ):
```
47
Properties=species:S:1:pos:R:3:forces:R:3
Re -0.6435 -0.8569 -0.1613 0.454 2.794 -1.375
O -0.9665 -2.9507 -0.4878 0.389 -0.540 0.150
C -0.9248 -3.7116 0.7453 -0.242 0.251 -0.038
C -1.5658 -2.8981 1.8584 0.118 -0.222 -0.168
N -1.0042 -1.5144 1.8932 0.089 -0.345 -0.205
C 0.2356 -1.4514 2.7077 -0.224 0.123 -0.058
C 0.9492 -0.1865 2.2531 0.132 0.006 -0.324
O 0.9891 0.7754 2.9714 0.175 -0.008 0.012
O -0.7890 1.2033 0.5520 -0.445 0.627 0.413
C -2.0935 -0.5997 2.3288 0.038 -0.063 0.104
C -3.1636 -0.6078 1.2274 -0.028 0.070 -0.411
O -4.3215 -0.4747 1.5357 -0.396 0.120 0.157
O -2.7214 -0.8058 0.0135 -0.212 -0.465 0.344
H -1.8447 -3.0119 -0.8964 -0.050 0.100 -0.047
H 0.1230 -3.9005 0.9311 0.110 -0.019 0.007
H -1.4371 -4.6631 0.6055 -0.036 0.038 -0.010
H -1.4190 -3.3835 2.8271 0.027 0.032 -0.001
H -2.6385 -2.8217 1.6847 0.030 -0.026 -0.012
H 0.8278 -2.3329 2.4799 0.076 -0.059 0.006
H 0.0166 -1.4051 3.7763 -0.059 0.015 -0.040
H -1.6834 0.3976 2.4626 -0.021 0.076 0.032
H -2.5479 -0.9364 3.2643 0.122 -0.026 -0.029
Cl 2.3190 -2.7812 0.3496 -0.046 0.058 0.105
C 2.5230 -1.0564 0.3789 -0.234 0.086 0.238
C 1.3560 -0.1748 0.7586 0.173 -0.265 0.070
C 1.6602 1.2510 0.3377 -0.073 -0.070 0.425
Cl 0.2129 1.8721 -0.4371 0.542 -0.189 0.647
C 2.9262 1.7120 -0.0987 -0.386 0.418 -0.092
Cl 3.1503 3.4203 -0.3645 -0.007 -0.146 0.006
C 3.9647 0.8636 -0.1480 0.227 -0.418 0.081
Cl 5.5888 1.4187 -0.2476 -0.088 -0.016 -0.010
C 3.7063 -0.5744 -0.0294 0.278 0.242 -0.073
Cl 4.9754 -1.6230 -0.5409 0.041 -0.009 -0.035
I -0.3746 6.2142 -1.5507 -0.038 0.031 0.004
C -0.1595 4.1216 -1.6778 -0.159 0.115 -0.458
C -0.1782 3.6702 -3.0966 0.199 0.821 0.471
C -0.3819 2.4989 -3.7259 -0.315 -1.044 -0.172
C -0.5649 1.2382 -3.0098 -0.192 0.620 -0.133
C -0.2633 1.3203 -1.7442 -0.115 -1.088 -0.022
C -0.0507 3.6061 -0.4411 -0.185 -0.216 0.109
C -1.1417 -0.1451 -3.3442 0.248 -0.027 -0.601
O -1.4916 -0.3838 -4.4840 -0.009 0.047 0.298
O -1.1333 -0.9688 -2.3440 -0.325 -0.053 0.865
H -0.0865 4.5177 -3.7620 0.056 0.031 0.013
H -0.4457 2.5205 -4.8079 0.024 -0.067 0.007
H 0.6706 -0.4898 -1.0620 0.216 -1.353 -0.237
H -0.1583 4.0885 0.5192 0.120 0.015 -0.011
```
Forces are in eV/Å.

Calculated values
Highest occupied orbital energy (alpha / beta): -7.78 / -7.68 eV
Energy relative to the best compared isomer or geometry (same formula, charge and spin): 1720.2 kJ/mol
E_LUMO (alpha / beta): -0.064 / -0.065 hartree
Net charge: 0
Kohn-Sham gap (alpha / beta): 6.03 / 5.90 eV
Multiplicity: 2

(2)
This record from the Open Molecules 2025 dataset describes a structure of composition C19H13Co2N2O6 in a non-equilibrium geometry. The level of theory is wB97M-V/def2-TZVPD.

Structure (XYZ):
```
42
Properties=species:S:1:pos:R:3:forces:R:3
O 1.7984 -3.1324 4.9588 -0.482 1.010 -0.857
C 1.3667 -2.1687 4.4836 0.292 -0.417 1.310
Co 0.8754 -0.5379 3.9164 0.040 -0.728 -1.169
C 1.6705 0.2957 5.2543 -1.365 0.742 1.853
O 2.2802 0.7631 6.1212 -0.038 -0.448 -1.107
C 2.2584 -0.1421 2.9128 1.303 0.481 -2.130
O 3.2633 0.1409 2.4188 -0.682 -0.234 0.649
C -0.7471 0.6541 3.1697 -1.478 1.554 3.697
C -1.1930 1.1610 1.9763 -0.300 0.743 0.036
C -1.7841 2.1769 1.2822 -0.372 0.976 0.100
C -1.1908 2.7396 0.0720 -0.545 -0.059 -1.403
C -0.7914 4.1073 -0.0122 0.002 -0.734 -0.118
C 0.0640 4.5247 -1.0316 -0.161 -0.106 -0.337
C 0.4237 3.6698 -2.0896 -0.046 -0.398 0.511
C -0.1508 2.3930 -2.1177 0.052 0.185 0.223
C -0.9619 1.9521 -1.0805 -0.075 0.407 0.186
Co -1.1453 -0.6537 1.9696 3.380 -2.997 -1.605
C -0.6141 -2.2053 2.7997 -1.509 -1.705 0.107
O -0.6864 -3.3382 3.0450 0.475 1.111 -0.133
C 0.1370 -0.4432 0.7870 2.772 0.721 -2.257
O 1.0613 -0.1256 0.1616 -1.799 -0.659 1.728
C -2.5403 -1.2298 1.0289 -2.005 0.523 0.941
O -3.5548 -1.5018 0.5479 1.380 -0.031 -0.123
H -1.0961 1.0155 4.1496 -0.002 -0.186 -0.393
H -2.6082 2.7322 1.7517 1.117 0.706 0.655
H -1.1344 4.8330 0.7289 0.326 -0.369 0.071
H 0.4560 5.5397 -0.9780 -0.084 -0.139 -0.166
H 1.1715 3.9287 -2.8416 -0.328 0.215 0.209
H 0.0445 1.6923 -2.9232 0.048 0.171 -0.097
H -1.4789 0.9997 -1.1820 0.457 0.076 0.262
C 1.4979 -3.2607 -4.3339 0.480 -0.737 -0.636
C 0.7078 -2.5174 -3.3457 -0.188 1.163 0.996
C 0.9596 -1.4445 -2.4939 -1.284 -1.052 -1.048
N -0.2294 -1.0575 -1.9084 -0.578 -0.892 0.169
C -1.1597 -1.9176 -2.2787 1.462 0.616 -0.579
N -0.6296 -2.7938 -3.1908 -0.459 -0.322 0.074
H 2.5164 -2.8489 -4.4391 -0.511 -0.207 0.038
H 1.5706 -4.3331 -4.0660 0.143 0.428 -0.083
H 0.9869 -3.2291 -5.3161 0.398 0.079 0.291
H 1.9013 -0.9688 -2.2798 -0.067 0.167 -0.040
H -2.1835 -1.9481 -1.9380 0.032 0.076 -0.109
H -1.1315 -3.5210 -3.6891 0.201 0.271 0.283
```
Forces are in eV/Å.

Calculated values
Highest occupied orbital energy: -2.88 eV
Energy relative to the best compared isomer or geometry (same formula, charge and spin): 204.6 kJ/mol
E_LUMO: 0.090 hartree
Net charge: -1
Kohn-Sham gap: 5.33 eV

(3)
This record from the Open Molecules 2025 dataset describes a structure of composition C19H13CsF6N5O8S2 in a non-equilibrium geometry. The level of theory is wB97M-V/def2-TZVPD.

Structure (XYZ):
```
54
Properties=species:S:1:pos:R:3:forces:R:3
Cs 0.1602 -1.2607 -1.1717 0.777 0.553 0.265
O 0.4839 4.4704 -1.2471 0.233 0.403 0.000
C 0.5393 3.1221 -1.3424 -0.931 0.127 0.106
O -0.4612 2.4572 -1.2874 0.144 -0.150 -0.005
C 1.9187 2.6059 -1.4908 0.604 0.190 -0.116
C 2.9812 3.4521 -1.7960 -0.273 -0.155 0.082
C 4.2469 2.8886 -1.8832 0.039 -0.172 0.030
C 4.3865 1.5324 -1.6692 -0.054 0.058 -0.054
C 3.2549 0.7618 -1.3845 0.475 -0.288 0.015
N 2.0508 1.2950 -1.2953 -0.259 -0.023 0.070
C 3.4422 -0.7716 -1.1816 0.630 0.493 -0.034
O 4.5265 -1.2072 -1.5668 0.471 -0.073 -0.256
O 2.4913 -1.3751 -0.6600 1.878 -0.270 0.888
H -0.4427 4.7324 -1.1256 0.119 -0.308 -0.074
H 2.8103 4.5056 -1.9608 0.001 0.002 0.044
H 5.1103 3.4967 -2.1143 0.023 0.081 -0.014
H 5.3339 1.0169 -1.7236 0.022 0.014 -0.034
N -1.2039 -0.3985 4.7279 -0.379 -0.064 0.393
C -0.7566 0.8262 4.2843 0.203 0.597 -0.103
C -0.8208 1.9458 5.1275 0.036 -0.124 -0.085
C -0.2966 3.1359 4.6685 -0.032 -0.075 -0.133
C 0.2494 3.1901 3.3926 0.097 0.103 -0.084
C 0.2146 2.0397 2.6177 0.091 0.426 0.174
N -0.2767 0.8977 3.0508 -0.403 -0.066 -0.066
C -0.9150 -1.6119 4.1253 0.166 -0.497 -0.085
C -1.6341 -2.7621 4.4678 0.068 0.115 -0.126
C -1.3278 -3.9315 3.7989 0.167 0.075 -0.046
C -0.3206 -3.9298 2.8434 0.088 -0.051 0.059
C 0.3799 -2.7492 2.6352 -0.188 -0.490 0.041
N 0.0950 -1.6285 3.2696 0.112 -0.010 0.216
H -1.8192 -0.4100 5.5264 0.138 0.003 -0.148
H -1.2564 1.8693 6.1123 -0.006 -0.036 0.143
H -0.3040 4.0141 5.3002 -0.026 0.025 0.024
H 0.6849 4.1004 3.0113 0.033 0.081 -0.061
H 0.5988 2.0169 1.6038 0.018 0.133 -0.053
H -2.4019 -2.7323 5.2276 -0.130 0.030 0.006
H -1.8663 -4.8435 4.0121 -0.081 -0.036 0.037
H -0.0891 -4.8245 2.2872 0.066 -0.029 -0.057
H 1.2096 -2.6860 1.9404 0.063 -0.126 -0.077
F -3.5783 -4.3834 0.2622 -0.104 0.070 -0.278
C -2.8031 -3.3208 0.0481 -0.187 -0.069 0.383
F -3.0939 -2.4370 1.0159 0.017 0.289 -0.489
F -1.5391 -3.7145 0.2445 0.253 0.136 -0.259
S -2.9803 -2.6255 -1.7073 -0.872 -0.017 0.983
O -2.1596 -1.4479 -1.6724 -2.813 -0.194 -0.784
O -4.3765 -2.4330 -1.9020 -0.398 -0.117 -0.030
N -2.2685 -3.7240 -2.5600 0.150 0.078 0.046
S -2.8879 -5.1815 -2.5702 0.065 -1.089 -1.145
O -2.0460 -6.1358 -1.9196 0.370 0.014 0.043
O -4.2897 -5.2503 -2.3221 -0.447 0.001 -0.115
C -2.7027 -5.5948 -4.4048 -0.006 0.129 -0.133
F -1.4621 -5.4055 -4.8579 0.224 0.107 0.281
F -3.0147 -6.8733 -4.6510 -0.080 -0.044 0.448
F -3.5145 -4.8482 -5.1566 -0.170 0.241 0.166
```
Forces are in eV/Å.

Calculated values
Highest occupied orbital energy: -6.02 eV
Energy relative to the best compared isomer or geometry (same formula, charge and spin): 193.1 kJ/mol
E_LUMO: 0.073 hartree
Net charge: -1
Kohn-Sham gap: 7.99 eV

(4)
This record from the Open Molecules 2025 dataset describes a structure of composition C19H14BrI2N3O3Pt in a non-equilibrium geometry. The level of theory is wB97M-V/def2-TZVPD.

Structure (XYZ):
```
43
Properties=species:S:1:pos:R:3:forces:R:3
Pt -0.0199 0.6069 0.1038 3.905 0.428 -0.640
I -6.2881 0.3720 -3.5663 0.359 0.073 0.161
C -4.3408 0.7660 -2.8497 -0.426 -0.049 -0.145
C -4.0634 1.9838 -2.2506 -0.312 -0.163 -0.030
C -2.7838 2.2225 -1.8066 0.908 0.187 0.192
I -2.2646 4.0203 -0.8530 -0.242 -0.123 -0.110
C -1.7240 1.3038 -1.9795 -2.215 -0.106 -0.960
O -0.5092 1.6226 -1.6613 0.990 -1.099 1.863
C -2.0631 0.0611 -2.5821 0.419 0.314 0.318
C -0.9768 -0.9673 -2.6999 -0.144 0.068 -0.028
N -0.5417 -1.3882 -1.3645 0.022 -0.620 -0.256
C 0.7287 -2.1017 -1.3957 -0.309 -0.062 -0.049
C 1.8459 -1.1491 -1.7505 -0.062 -0.323 -0.174
C 2.7901 -1.4596 -2.7198 0.063 0.110 0.242
C 3.8025 -0.5522 -2.9877 -0.129 0.086 0.202
C 3.8345 0.6402 -2.2814 -0.024 -0.162 0.030
C 2.8437 0.8822 -1.3435 0.319 0.352 -0.037
N 1.8821 0.0070 -1.0922 -1.467 0.569 0.278
C -3.3538 -0.1959 -2.9940 -0.125 0.018 -0.066
H -4.8378 2.7235 -2.1190 -0.032 0.059 -0.001
H -1.3206 -1.8228 -3.2982 0.075 0.089 -0.053
H -0.1092 -0.5193 -3.1962 -0.089 -0.050 -0.001
H -1.2661 -1.9470 -0.9210 0.175 0.124 -0.010
H 0.9286 -2.5010 -0.3963 -0.049 -0.049 -0.087
H 0.7108 -2.9317 -2.1189 0.191 0.047 0.122
H 2.7340 -2.4002 -3.2468 -0.064 -0.062 -0.011
H 4.5512 -0.7745 -3.7314 0.077 0.004 -0.098
H 4.6099 1.3687 -2.4522 0.030 0.111 -0.001
H 2.8136 1.8033 -0.7768 -0.008 -0.009 -0.030
H -3.5864 -1.1511 -3.4423 -0.030 -0.073 -0.062
Br 3.1137 0.0156 7.1352 -0.175 0.000 -0.058
C 1.4707 0.0532 6.1849 0.166 -0.014 0.012
C 0.2645 0.0578 6.8759 0.479 -0.011 0.062
N -0.8969 0.0925 6.2530 -0.531 -0.002 0.312
C -0.9204 0.1261 4.9336 0.159 0.001 -0.458
C 0.2367 0.1128 4.1567 0.084 0.069 0.284
C 1.4689 0.0788 4.8030 -0.226 -0.034 0.062
C 0.1898 0.1907 2.6746 -0.762 0.003 0.153
O -0.9255 0.3015 2.0916 -0.822 0.503 0.473
O 1.2499 0.1607 2.0099 -0.300 -0.192 -1.253
H 0.2390 0.0370 7.9593 0.086 -0.004 -0.008
H -1.8958 0.1706 4.4708 -0.014 -0.005 -0.150
H 2.3804 0.0785 4.2239 0.053 -0.002 0.011
```
Forces are in eV/Å.

Calculated values
Highest occupied orbital energy (alpha / beta): -7.84 / -7.84 eV
E_LUMO (alpha / beta): -0.051 / -0.051 hartree
Net charge: 0
Kohn-Sham gap (alpha / beta): 6.45 / 6.46 eV

(5)
This record from the Open Molecules 2025 dataset describes a structure of composition C19H14BrIN4O2PtS3. The level of theory is wB97M-V/def2-TZVPD.

Structure (XYZ):
```
45
Properties=species:S:1:pos:R:3:forces:R:3
Pt 0.7090 -0.2269 2.1864 0.257 0.043 -0.617
S 3.0173 0.3379 1.7137 -0.108 -0.076 0.014
C 2.8781 1.4141 0.3583 0.000 0.006 0.016
C 4.0373 1.7840 -0.3356 0.024 -0.029 0.074
C 4.0160 2.6367 -1.4282 0.183 0.012 -0.077
C 5.2453 2.9557 -2.1018 -0.189 -0.031 0.051
N 6.2353 3.1959 -2.6387 0.029 0.005 0.010
C 2.7856 3.1609 -1.8601 -0.037 0.148 -0.152
C 1.6289 2.8084 -1.1820 -0.072 -0.022 0.035
C 1.6313 1.9388 -0.0844 0.014 0.019 0.009
S 0.1146 1.5197 0.6506 -0.023 -0.143 0.068
C 2.7093 4.0516 -2.9858 0.062 -0.114 0.152
N 2.6462 4.7683 -3.8850 -0.026 0.008 -0.021
H 4.9863 1.3827 -0.0021 -0.004 0.001 0.002
H 0.6811 3.2109 -1.5163 -0.001 -0.004 0.001
I -7.9805 1.8581 1.7433 -0.040 0.023 0.001
C -6.1770 0.8005 1.5561 0.013 -0.014 0.003
C -6.1931 -0.4605 0.9813 0.057 0.007 0.005
C -4.9927 -1.1488 0.8551 -0.039 0.036 -0.091
C -3.8040 -0.5991 1.3144 -0.010 0.038 0.014
C -3.8173 0.6613 1.8995 -0.035 0.017 0.075
C -5.0020 1.3769 2.0134 0.011 -0.044 -0.008
C -2.4877 -1.3611 1.1934 -0.014 -0.033 0.048
O -2.4452 -2.2611 0.3207 0.118 -0.047 0.024
O -1.6032 -1.0114 1.9994 -0.032 0.023 -0.051
H -7.1204 -0.8951 0.6325 -0.006 0.000 -0.001
H -4.9591 -2.1225 0.3836 0.011 -0.010 0.014
H -2.8853 1.0643 2.2773 0.012 -0.013 -0.011
H -5.0073 2.3619 2.4602 -0.002 0.003 -0.001
S 1.2815 -2.8690 2.4024 -0.040 0.114 -0.012
C 1.3555 -2.7769 0.6921 -0.059 0.198 0.108
N 0.2700 -2.8733 -0.0668 0.023 -0.118 -0.102
C 0.2474 -2.4798 -1.4694 0.027 0.027 0.023
C 1.3460 -1.4643 -1.7265 -0.017 0.056 0.028
C 2.6615 -2.0726 -1.2796 -0.006 0.031 -0.013
N 2.5437 -2.5493 0.0945 0.158 -0.126 0.073
H -0.6422 -2.8384 0.3942 -0.176 0.007 0.109
H -0.7420 -2.0653 -1.6548 -0.019 0.006 0.007
H 0.3781 -3.3587 -2.1136 0.001 0.013 0.004
H 1.1398 -0.5693 -1.1337 -0.001 0.023 -0.034
H 1.3869 -1.1802 -2.7791 0.001 -0.044 -0.011
H 3.4686 -1.3397 -1.3080 -0.018 0.021 0.021
H 2.9344 -2.9042 -1.9401 0.023 0.008 0.000
H 3.2289 -2.2035 0.7535 -0.046 -0.021 -0.048
Br 0.2951 0.3422 4.6157 -0.003 -0.007 0.258
```
Forces are in eV/Å.

Calculated values
Highest occupied orbital energy (alpha / beta): -1.22 / -2.18 eV
E_LUMO (alpha / beta): 0.123 / 0.123 hartree
Net charge: -2
Kohn-Sham gap (alpha / beta): 4.56 / 5.52 eV
Multiplicity: 3

(6)
This record from the Open Molecules 2025 dataset describes a structure of composition C19H14Co2NO7 in a non-equilibrium geometry. The level of theory is wB97M-V/def2-TZVPD.

Structure (XYZ):
```
43
Properties=species:S:1:pos:R:3:forces:R:3
C -2.4369 -3.5474 -2.7997 0.801 -0.115 0.531
O -1.1801 -3.9517 -2.2413 -0.612 -0.395 0.071
C -0.2204 -3.0260 -1.9923 0.732 1.637 -0.193
C -0.4470 -1.6215 -2.0481 -0.216 -1.580 -0.334
C 0.6708 -0.7906 -2.0410 1.092 0.847 0.358
C 1.9707 -1.3455 -1.9147 -0.054 0.601 -0.175
N 2.8921 -0.3088 -2.0581 0.957 -1.268 0.282
C 2.2521 0.8580 -2.3054 -2.984 -0.306 0.407
C 2.9857 2.1269 -2.4328 0.239 0.530 -0.210
C 0.8500 0.6473 -2.1408 2.692 -1.408 -4.079
C 2.1881 -2.7023 -1.7499 0.126 -0.436 0.353
C 1.0945 -3.5508 -1.7563 -0.895 0.281 -0.276
H -3.0015 -4.4763 -2.8330 -0.199 0.171 -0.082
H -2.9292 -2.8113 -2.1592 -0.095 -0.104 -0.067
H -2.3029 -3.1395 -3.8064 0.020 0.031 0.059
H -1.4463 -1.1920 -2.2013 0.496 -0.323 0.129
H 3.9079 -0.4223 -2.0485 -0.842 0.050 0.066
H 2.4301 2.8308 -3.0658 0.094 -0.094 0.287
H 3.1444 2.5880 -1.4405 -0.020 -0.040 -0.312
H 3.9640 1.9767 -2.9091 -0.120 0.034 0.166
H 0.1340 1.3014 -2.6336 0.212 -0.011 0.637
H 3.1999 -3.0870 -1.5906 -0.343 0.039 -0.087
H 1.1941 -4.6318 -1.6259 0.011 0.407 -0.136
O 2.1893 -0.1940 4.3920 -0.773 0.307 -0.240
C 1.1722 0.3067 4.1751 0.636 0.233 0.008
Co -0.4277 0.9827 3.9615 0.959 -1.679 0.493
C -1.2538 -0.5359 3.5030 -0.621 -1.940 0.212
O -1.7561 -1.5721 3.3907 0.535 1.247 -0.032
C -0.6968 1.2481 5.6657 -0.459 0.779 0.785
O -0.9103 1.3776 6.7927 0.221 -0.233 -0.344
C 0.1625 1.9796 2.3779 2.401 0.804 0.492
C -0.2816 1.7090 1.0978 1.804 -0.421 -2.062
C 0.0761 1.5877 -0.2217 -1.166 1.686 3.254
Co -1.6593 2.0838 2.2481 -4.603 0.291 0.797
C -2.5369 0.7908 1.4447 -1.187 -1.524 -1.171
O -3.0452 -0.0358 0.8126 0.638 1.048 0.714
C -2.4942 3.4653 1.4992 0.510 1.837 -0.484
O -2.9542 4.3566 0.9190 0.244 -1.343 0.688
C -2.5149 2.1592 3.9298 -0.044 1.185 -0.885
O -3.3416 2.4821 4.6785 0.999 -0.809 -0.335
H 1.0304 2.6377 2.5433 -0.628 0.170 -0.077
H -0.7713 1.5241 -0.9170 0.650 0.418 0.288
H 1.0995 1.9224 -0.4989 -1.208 -0.602 0.504
```
Forces are in eV/Å.

Calculated values
Highest occupied orbital energy: -3.72 eV
Energy relative to the best compared isomer or geometry (same formula, charge and spin): 0.0 kJ/mol
E_LUMO: 0.099 hartree
Net charge: -1
Kohn-Sham gap: 6.42 eV

Question: Which of these has the lowest net charge?
Answer: C19H14BrIN4O2PtS3

Question: Look up the net charge of the fifth one.
Answer: -2